1.
{"formula": "C27H46BrN8O7PSTl", "method": "ωB97M-V/def2-TZVPD", "charge": -1, "multiplicity": 1, "lumo_energy_ev": 2.00, "energy_ha": -5507.43552, "relative_energy_ev": 1.150, "species": ["Tl", "C", "N", "C", "C", "O", "C", "O", "C", "C", "O", "N", "C", "C", "H", "H", "H", "H", "H", "H", "H", "H", "H", "H", "H", "H", "H", "H", "H", "H", "N", "C", "N", "C", "C", "C", "C", "C", "C", "H", "H", "H", "H", "H", "H", "C", "N", "C", "P", "O", "N", "C", "C", "N", "C", "C", "H", "H", "H", "H", "H", "H", "H", "H", "H", "H", "H", "H", "H", "H", "H", "H", "H", "H", "Br", "N", "C", "C", "C", "C", "C", "C", "S", "O", "O", "O", "H", "H", "H", "H", "H", "H"], "positions_angstrom": [[-1.2152, -0.4171, 0.1390], [2.3034, 0.0007, -4.5484], [2.6642, -0.3933, -3.2011], [3.8560, 0.2492, -2.6907], [1.8958, -1.1027, -2.3447], [2.1974, -1.2443, -1.1716], [0.6618, -1.7763, -2.9635], [-0.2958, -2.2000, -2.0159], [-0.2345, -3.5195, -1.5452], [0.0911, -3.6139, -0.0522], [0.4438, -2.6635, 0.6116], [-0.0308, -4.8553, 0.4885], [0.3973, -5.0524, 1.8554], [-0.4809, -6.0134, -0.2390], [3.2163, 0.2290, -5.0956], [1.6700, 0.8905, -4.5549], [1.7729, -0.7667, -5.1026], [4.7117, -0.0163, -3.3165], [4.0277, -0.1065, -1.6755], [3.7384, 1.3365, -2.6893], [1.0103, -2.6285, -3.5700], [0.1393, -1.0720, -3.6173], [0.5124, -4.1080, -2.0942], [-1.2250, -3.9574, -1.7264], [0.4706, -4.0714, 2.3209], [1.3777, -5.5395, 1.8869], [-0.3273, -5.6580, 2.4018], [-1.3996, -5.7981, -0.7844], [-0.6912, -6.8141, 0.4680], [0.2676, -6.3636, -0.9559], [1.8165, 3.4275, -0.0291], [1.5470, 2.1354, -0.3739], [0.2831, 1.9030, -0.5237], [-0.3541, 3.0917, -0.2830], [-1.7105, 3.3883, -0.2743], [-2.0680, 4.6869, 0.0152], [-1.1136, 5.6651, 0.3092], [0.2384, 5.3809, 0.3244], [0.6074, 4.0795, 0.0251], [2.7226, 3.8409, 0.1026], [2.3046, 1.3866, -0.4930], [-2.4344, 2.6100, -0.4554], [-3.1124, 4.9589, 0.0223], [-1.4420, 6.6703, 0.5353], [0.9732, 6.1378, 0.5549], [2.3582, 1.4447, 3.6845], [1.7037, 0.1645, 3.6316], [2.3387, -0.7755, 2.7336], [0.0497, -0.0240, 3.8617], [-0.5873, -0.8853, 2.8556], [-0.1217, -0.5765, 5.4572], [1.0032, -1.1323, 6.1715], [-1.3634, -1.2921, 5.6684], [-0.4931, 1.5782, 3.9736], [-0.7173, 2.1377, 2.6591], [-1.4905, 1.9730, 4.9420], [3.3438, 1.3342, 4.1501], [1.7555, 2.1217, 4.2816], [2.4927, 1.8671, 2.6794], [3.3811, -0.8963, 3.0394], [2.3009, -0.4550, 1.6895], [1.8240, -1.7282, 2.7947], [1.8861, -0.5329, 5.9608], [1.2099, -2.1788, 5.9036], [0.7942, -1.0897, 7.2450], [-2.1183, -0.8787, 5.0059], [-1.6872, -1.1612, 6.7022], [-1.2708, -2.3623, 5.4585], [0.0734, 1.7685, 2.0081], [-0.6691, 3.2287, 2.7053], [-1.6840, 1.8516, 2.2293], [-1.2491, 1.4983, 5.8895], [-2.5102, 1.7106, 4.6381], [-1.4488, 3.0610, 5.0621], [-3.9044, -0.2065, 1.5287], [-3.3711, -0.0850, -1.9085], [-2.8585, 0.2047, -3.1725], [-2.5807, -0.8398, -4.0572], [-1.9358, -0.5821, -5.2526], [-1.5875, 0.7092, -5.5876], [-1.9014, 1.7525, -4.7469], [-2.5353, 1.5114, -3.5397], [-0.5640, 0.9355, -7.0551], [0.5356, -0.0105, -6.8115], [-0.1406, 2.3348, -7.0265], [-1.4002, 0.5743, -8.1928], [-3.8215, 0.6761, -1.4220], [-3.9243, -0.9269, -1.8521], [-2.8499, -1.8512, -3.7793], [-1.6648, -1.3605, -5.9481], [-1.6200, 2.7453, -5.0614], [-2.7633, 2.3310, -2.8704]], "lowdin_charge": [0.7213, -0.0468, -0.1417, -0.0611, -0.4244, 0.0316, -0.0865, -0.2141, -0.1157, -0.4327, -0.0413, -0.1506, -0.0350, -0.0584, 0.0934, 0.1016, 0.0660, 0.0878, 0.0768, 0.0868, 0.1466, 0.1180, 0.1410, 0.1302, 0.0796, 0.0936, 0.0882, 0.0853, 0.0861, 0.0924, 0.1320, -0.1642, 0.0475, -0.2722, -0.0223, -0.0801, -0.0969, -0.0294, -0.2072, 0.1545, 0.1115, 0.0937, 0.1032, 0.0973, 0.1031, -0.1243, -0.3081, -0.0973, 0.5627, -0.3731, -0.3160, -0.1247, -0.1282, -0.3018, -0.1401, -0.1136, 0.0803, 0.0759, 0.0722, 0.0845, 0.0806, 0.0668, 0.0684, 0.0828, 0.0796, 0.0739, 0.0816, 0.0859, 0.0498, 0.0976, 0.0449, 0.0680, 0.0873, 0.0831, -0.4038, 0.0295, -0.3362, -0.0485, -0.0839, -0.2846, -0.0605, -0.0292, 0.4230, -0.3916, -0.3796, -0.3676, 0.0402, 0.0813, 0.1078, 0.1153, 0.1059, 0.0951]}


2.
{"formula": "C8H18N2S", "method": "ωB97M-V/def2-TZVPD", "multiplicity": 1, "lumo_energy_ev": 0.89, "energy_ha": -823.21897, "relative_energy_ev": 1.035, "smiles": "CC(C)[C@]1(C)NN[C@H](C)CS1", "species": ["C", "C", "C", "C", "C", "N", "N", "C", "C", "C", "S", "H", "H", "H", "H", "H", "H", "H", "H", "H", "H", "H", "H", "H", "H", "H", "H", "H", "H"], "positions_angstrom": [[-2.1328, 0.6998, -1.2620], [-1.2427, 0.0223, -0.1554], [-2.0420, -0.8900, 0.6631], [-0.0695, -0.6223, -0.9523], [-0.4463, -1.6956, -1.9940], [1.0279, -1.2696, -0.1049], [1.4422, -0.6436, 1.1017], [2.2670, 0.4854, 0.7851], [2.6779, 1.0928, 2.1148], [1.5814, 1.5336, -0.1701], [0.8922, 0.8320, -1.7732], [-1.4277, 1.3724, -1.8289], [-2.8540, 1.3619, -0.8745], [-2.6031, -0.0854, -1.8165], [-0.6189, 0.7853, 0.3397], [-2.6113, -1.5808, 0.0215], [-2.6299, -0.1425, 1.4092], [-1.4757, -1.5159, 1.3485], [-1.2719, -2.3453, -1.6497], [0.5198, -2.1318, -2.3180], [-0.7633, -1.0508, -2.8970], [0.6369, -2.1992, 0.1467], [0.5478, -0.2523, 1.6448], [3.1683, -0.0731, 0.3019], [3.1499, 0.2683, 2.8104], [1.7391, 1.4833, 2.5933], [3.3560, 1.8814, 2.0786], [0.6230, 1.8889, 0.3670], [2.2952, 2.2884, -0.3906]], "lowdin_charge": [-0.0786, -0.4660, -0.0893, -0.6682, -0.0764, -0.0807, -0.0928, -0.4888, -0.0797, -0.3819, 0.8792, 0.0427, 0.0552, 0.0655, 0.0773, 0.0833, 0.1446, 0.0635, 0.0849, 0.0865, 0.0947, 0.1178, 0.1497, 0.1674, 0.1205, 0.0870, 0.0401, 0.0865, 0.0561]}


3.
{"formula": "C2ClF2OS", "method": "ωB97M-V/def2-TZVPD", "charge": -1, "multiplicity": 1, "lumo_energy_ev": 3.12, "energy_ha": -1209.59187, "relative_energy_ev": 1.500, "species": ["C", "C", "O", "F", "F", "S", "Cl"], "positions_angstrom": [[2.0147, -0.0489, 0.5352], [-1.0063, 0.0168, -0.2731], [2.0489, 1.1113, 0.4016], [-1.0831, 0.2620, -1.6286], [-1.3634, 1.2481, 0.2228], [2.0366, -1.5984, 0.6937], [-2.6474, -0.9908, 0.0484]], "lowdin_charge": [-0.9065, -0.7326, 0.0745, -0.1689, -0.1706, 0.7193, 0.1847]}


4.
{"formula": "C36H87GaN11O24", "method": "ωB97M-V/def2-TZVPD", "charge": -1, "multiplicity": 1, "lumo_energy_ev": 0.66, "energy_ha": -5755.27171, "species": ["C", "C", "C", "C", "C", "C", "C", "C", "C", "C", "C", "C", "C", "C", "C", "Ga", "O", "C", "C", "C", "C", "C", "C", "C", "C", "C", "O", "C", "H", "H", "H", "H", "H", "H", "H", "H", "H", "H", "H", "H", "H", "H", "H", "H", "H", "H", "H", "H", "H", "H", "H", "H", "H", "H", "H", "H", "H", "H", "H", "H", "H", "H", "H", "H", "H", "H", "H", "H", "H", "H", "H", "H", "H", "H", "H", "H", "H", "H", "H", "H", "H", "H", "C", "N", "O", "O", "H", "H", "H", "C", "N", "O", "O", "H", "H", "H", "C", "N", "O", "O", "H", "H", "H", "C", "N", "O", "O", "H", "H", "H", "C", "N", "O", "O", "H", "H", "H", "C", "N", "O", "O", "H", "H", "H", "C", "N", "O", "O", "H", "H", "H", "C", "N", "O", "O", "H", "H", "H", "C", "N", "O", "O", "H", "H", "H", "C", "N", "O", "O", "H", "H", "H", "C", "N", "O", "O", "H", "H", "H"], "positions_angstrom": [[3.5765, -3.2389, 4.5560], [4.8947, -2.2362, 4.6904], [5.2331, -1.4401, 3.2601], [5.6481, -2.4680, 2.0457], [5.7768, -1.7578, 0.5716], [4.6231, -0.6425, 0.2354], [4.6677, -0.2523, -1.3777], [3.3225, -0.7946, -2.1617], [3.6946, -2.2099, -2.9635], [2.4686, -2.7371, -3.9348], [1.6452, -4.0275, -3.3477], [0.4444, -3.6538, -2.2845], [-0.8322, -4.6316, -2.6633], [-2.2324, -4.2364, -1.8915], [-2.6344, -5.2905, -0.6883], [-3.2722, -4.3895, 1.0643], [-4.0043, -5.7290, 2.2521], [-4.8398, -3.0567, 0.6898], [-4.7044, -1.6671, 1.5802], [-5.4902, -0.4909, 0.7403], [-4.8187, 0.9996, 0.8857], [-3.5127, 1.2549, -0.0971], [-3.1948, 2.8930, 0.0104], [-2.1595, 3.4199, -1.1510], [-0.8220, 4.1593, -0.5580], [0.4180, 3.1279, -0.1855], [1.6663, 3.9179, -0.3694], [2.8442, 3.0441, -0.4843], [2.7175, -2.6893, 3.9653], [3.2283, -3.5088, 5.6466], [3.9310, -4.1835, 3.9287], [4.6356, -1.4329, 5.5213], [5.7847, -2.9299, 5.0369], [4.2734, -0.7914, 3.0322], [6.1152, -0.6870, 3.4928], [6.6827, -2.9741, 2.3483], [4.8630, -3.3421, 1.9839], [5.7076, -2.6004, -0.2685], [6.8751, -1.3102, 0.4763], [4.9147, 0.3386, 0.8149], [3.5263, -0.9635, 0.5574], [5.6777, -0.6768, -1.8463], [4.7708, 0.9312, -1.4389], [3.0001, -0.0307, -3.0139], [2.4046, -1.0047, -1.4500], [4.5835, -1.9143, -3.6968], [4.1250, -3.0300, -2.2471], [1.7760, -1.8343, -4.2402], [2.9772, -3.1007, -4.9513], [1.1046, -4.5438, -4.2776], [2.3634, -4.8735, -2.9101], [0.0913, -2.5382, -2.3162], [0.8498, -3.8945, -1.2056], [-1.0534, -4.6329, -3.8221], [-0.5788, -5.7393, -2.3431], [-3.0928, -4.3438, -2.7113], [-2.2631, -3.0999, -1.5317], [-1.6928, -5.9908, -0.4858], [-3.4955, -6.0206, -1.0453], [-2.0484, -3.7341, 1.8579], [-4.0983, -5.3422, 3.1770], [-4.8940, -2.7972, -0.4586], [-5.8792, -3.5788, 0.9534], [-3.5955, -1.3952, 1.8637], [-5.2866, -1.8815, 2.5987], [-5.6724, -0.7382, -0.3908], [-6.5753, -0.4120, 1.2315], [-4.4379, 1.2248, 1.9877], [-5.5947, 1.8447, 0.6318], [-3.6979, 0.9696, -1.2200], [-2.5399, 0.7000, 0.2463], [-4.2572, 3.4177, -0.1300], [-2.8293, 3.0716, 1.1077], [-1.9562, 2.5405, -1.8955], [-2.7537, 4.2535, -1.7649], [-0.3992, 4.8608, -1.4230], [-1.0266, 4.7874, 0.4183], [0.3813, 2.8641, 0.9772], [0.3991, 2.1241, -0.7889], [3.0216, 2.3964, 0.4788], [2.8468, 2.4019, -1.4775], [3.7850, 3.7718, -0.5853], [-0.1428, 7.6720, -3.4464], [-1.5833, 7.3653, -3.2358], [-2.3159, 8.2988, -2.8881], [-1.9380, 6.1960, -3.4255], [0.0258, 8.7320, -3.2449], [0.4308, 7.0519, -2.7545], [0.0964, 7.4341, -4.4849], [6.8421, -0.9217, -6.7494], [6.5763, -1.7476, -5.5408], [6.8946, -1.2682, -4.4464], [6.0555, -2.8538, -5.7249], [7.2996, 0.0204, -6.4399], [7.5202, -1.4868, -7.3921], [5.8847, -0.7417, -7.2427], [-8.5200, 0.2109, 4.7569], [-7.9614, 1.0748, 3.6821], [-7.3070, 2.0634, 4.0333], [-8.1956, 0.7360, 2.5162], [-8.2373, 0.6261, 5.7266], [-9.6058, 0.2031, 4.6425], [-8.0998, -0.7886, 4.6281], [-1.1952, 9.4888, 0.0582], [-0.3077, 10.5410, -0.5064], [0.3551, 10.2452, -1.5075], [-0.3014, 11.6342, 0.0713], [-1.1004, 8.5846, -0.5468], [-0.8729, 9.3017, 1.0845], [-2.2184, 9.8687, 0.0262], [2.3603, 9.3231, 2.4817], [1.2972, 8.3099, 2.7202], [0.3376, 8.3020, 1.9404], [1.4561, 7.5511, 3.6834], [2.0909, 9.9186, 1.6068], [2.4219, 9.9520, 3.3721], [3.2951, 8.7857, 2.3095], [2.6591, -7.1453, -0.7675], [3.6480, -6.6056, 0.2043], [3.5850, -5.3985, 0.4648], [4.4596, -7.4091, 0.6783], [2.0114, -6.3317, -1.1010], [3.2172, -7.5630, -1.6079], [2.0787, -7.9146, -0.2543], [3.1797, -11.1111, -0.8402], [2.9874, -10.4106, -2.1386], [3.6506, -10.8119, -3.1020], [2.1760, -9.4777, -2.1541], [3.9177, -11.9051, -0.9730], [3.5331, -10.3734, -0.1169], [2.2146, -11.5272, -0.5440], [-9.1837, 4.0151, 2.3866], [-10.6005, 4.1204, 2.8285], [-11.3007, 4.9821, 2.2842], [-10.9698, 3.3350, 3.7093], [-8.9988, 4.7625, 1.6121], [-8.5522, 4.1987, 3.2582], [-9.0352, 3.0074, 1.9935], [-0.1237, -9.6186, 1.4095], [-0.0687, -10.6914, 0.3801], [0.7133, -11.6281, 0.5799], [-0.8123, -10.5629, -0.5994], [0.5788, -9.8606, 2.2099], [0.1536, -8.6810, 0.9235], [-1.1458, -9.5807, 1.7918], [-3.5833, 1.7970, 4.9844], [-3.8491, 0.9711, 6.1931], [-3.5308, 1.4504, 7.2875], [-4.3699, -0.1352, 6.0090], [-3.1258, 2.7391, 5.2940], [-2.9052, 1.2319, 4.3417], [-4.5407, 1.9769, 4.4912], [3.9655, 10.5412, -4.0633], [2.9024, 9.5280, -3.8249], [1.9428, 9.5200, -4.6046], [3.0612, 8.7692, -2.8616], [3.6961, 11.1367, -4.9382], [4.0271, 11.1700, -3.1729], [4.9002, 10.0037, -4.2356]], "lowdin_charge": [-0.1539, -0.2692, -0.2318, -0.2155, -0.2216, -0.2206, -0.2113, -0.2062, -0.2008, -0.2143, -0.2234, -0.2066, -0.2374, -0.2915, -0.3136, 0.3012, -0.4129, -0.3001, -0.2883, -0.2251, -0.2258, -0.2115, -0.2223, -0.2062, -0.1675, -0.2057, -0.2831, -0.1425, 0.0835, 0.0729, 0.0744, 0.1009, 0.1025, 0.1042, 0.1087, 0.1195, 0.0925, 0.1098, 0.1183, 0.0981, 0.1227, 0.1079, 0.0908, 0.1080, 0.1091, 0.0773, 0.1124, 0.1126, 0.1027, 0.1038, 0.1054, 0.1081, 0.1118, 0.1018, 0.0996, 0.0993, 0.0975, 0.0355, 0.0526, -0.0686, -0.0224, 0.0370, 0.0596, 0.0829, 0.1024, 0.1041, 0.0860, 0.0998, 0.0978, 0.1121, 0.1115, 0.1068, 0.1040, 0.1127, 0.1021, 0.1025, 0.1187, 0.1340, 0.1289, 0.0979, 0.0907, 0.1044, 0.0181, -0.4106, 0.0405, 0.0410, 0.0518, 0.1008, 0.1016, 0.0351, -0.4245, 0.0425, 0.0502, 0.0941, 0.0992, 0.1020, 0.0502, -0.3970, 0.0283, 0.0385, 0.0979, 0.1018, 0.1069, 0.0331, -0.4002, 0.0319, 0.0424, 0.0865, 0.0556, 0.1105, 0.0531, -0.3907, 0.0183, 0.0748, 0.0928, 0.1042, 0.1055, 0.0333, -0.4131, 0.0507, 0.0360, 0.0828, 0.0943, 0.0779, 0.0467, -0.3967, 0.0563, 0.0182, 0.0999, 0.1010, 0.0584, 0.0342, -0.4221, 0.0484, 0.0399, 0.0987, 0.0937, 0.0824, 0.0574, -0.4030, 0.0027, 0.0776, 0.0985, 0.0922, 0.1114, 0.0347, -0.4246, 0.0418, 0.0489, 0.0949, 0.1034, 0.0793, 0.0402, -0.4074, 0.0490, 0.0549, 0.0960, 0.1028, 0.1008]}